# C12H33NO4S2

A 4-piece molecular cluster, C12H33NO4S2 overall (ωB97M-V/def2-TZVPD, the OMol25 dataset).

Its gap between HOMO and LUMO is 5.819 eV. The HOMO energy is -6.0 eV. As for the total charge: 0. As for the energy above the lowest of the compared OMol25 structures with the same formula, charge and spin: 2.346 eV. For the molecular weight, the calculation gives 319.53 Da. For the largest force on an atom, the calculation gives 10.377 eV Å⁻¹.

Last column: natural (NBO) charge in e.
Geometry (Å):
H -2.872238 -1.892139 6.722079  0.211
C 0.049378 1.712245 1.559516  -0.231
H -2.390767 -1.122193 3.250664  0.166
H 0.617381 2.426573 -4.503676  0.232
H 1.019951 -1.619851 1.763997  0.229
H 0.083252 0.375717 3.850009  0.229
C -1.782456 -1.842420 -4.548888  -0.819
C -1.534033 -1.074163 3.713628  -0.062
H -2.055645 -0.842431 -4.389656  0.221
H 0.461680 1.521359 -0.584817  0.285
H -1.174105 -2.018478 3.412503  0.178
H -2.740798 -1.369934 -2.132931  0.214
C -1.139288 -0.339111 0.855009  -0.417
H 3.112035 -0.643752 2.336999  0.255
H -0.966124 -0.300995 -0.130421  0.271
H 1.377631 -0.297468 0.699578  0.253
H -2.228547 -3.257981 5.550267  0.178
C 3.847311 2.437595 -3.079538  -0.849
H -2.725250 -2.237383 -4.604426  0.215
H 1.140608 -0.919679 -1.888607  0.370
H -3.560821 -2.176677 5.122867  0.169
H -2.941129 -3.016032 -1.951542  0.237
H 0.493969 3.172986 0.140439  0.261
H 3.925961 1.139432 -3.086336  0.279
C 2.195538 0.042578 2.545777  -0.619
H 0.265059 2.309072 2.391138  0.229
H 2.300349 0.986972 2.582489  0.201
C -2.223220 -2.248799 -1.981306  -0.841
O 1.515074 -0.327871 -2.342602  -1.331
H -1.996480 0.315742 0.826113  0.217
C 1.609474 2.458865 -4.667797  -0.849
H -1.503843 1.047468 3.215218  0.217
O -1.763862 -1.143738 5.217379  -0.546
C 0.803153 2.109596 0.310958  -0.678
H -1.235693 -2.020106 -5.509543  0.254
H 1.914016 2.751742 -5.585949  0.214
H 1.820819 1.464632 -4.743338  0.257
H 4.231797 2.633630 -3.951693  0.205
S -0.859996 -2.352279 -3.104460  1.296
O -0.602409 -3.865422 -3.291244  -0.981
H 4.309803 2.720115 -2.236346  0.230
C -0.679272 0.186456 3.241441  -0.208
H -1.006916 2.319935 1.463565  0.217
C -2.650465 -2.201988 5.643656  -0.253
H -1.490306 -1.299458 1.177312  0.222
O 1.959177 4.328910 -2.835918  -1.018
N -0.257765 0.258275 1.887281  -0.225
H -1.891138 -2.275071 -0.861698  0.201
H 2.047467 -0.281660 3.496518  0.204
S 2.209780 2.906132 -3.080237  1.305
H 1.900317 1.778875 0.474171  0.230
C 1.061588 -0.417822 1.642399  -0.224

Cartesian forces (eV/Å) of the 3 atoms listed first:
H 0.3940 -0.9190 -1.4095
C -4.7112 2.5328 -1.6371
H -5.1659 0.7715 -2.2139

# C12H33NO5

A 5-piece molecular cluster, C12H33NO5 overall (ωB97M-V/def2-TZVPD, the OMol25 dataset).

Its gap between HOMO and LUMO (spin up / spin down) is 2.358 / 8.719 eV. Its expectation value of S² is 0.750. The HOMO energy (spin up / spin down) is 0.4 / -6.1 eV. As for the total charge: -1. Its multiplicity is 2. For the molecular weight, the calculation gives 271.40 Da. For the largest force on an atom, the calculation gives 3.666 eV Å⁻¹.

Last column: natural (NBO) charge in e.
Geometry (Å):
H 4.857637 0.751907 0.432031  0.206
O -0.780553 -3.634603 -1.973369  -0.971
H -4.483303 1.297067 -4.024979  0.205
H 2.724477 0.891347 3.496451  0.199
H -1.730913 -1.253673 -3.795669  0.228
H 1.231947 1.803877 -0.472839  0.214
C 1.155497 2.429167 1.565031  -0.400
H -0.614183 -0.687773 3.681931  0.215
H 0.056977 -0.653233 -0.215049  0.490
H -0.908433 -1.067893 2.061361  0.232
C -2.663383 -0.863113 -4.203179  -0.627
H 1.903817 -2.239783 0.564601  0.472
H 1.754697 2.882107 2.354911  0.181
C -0.098153 -1.043153 2.790011  -0.682
C 2.853667 -0.175393 -0.872379  -0.630
H 2.711927 -0.766283 3.682311  0.209
C -4.719973 0.415817 -3.428739  -0.672
H -0.016083 1.633797 3.116831  0.203
H 4.187307 -0.224413 1.842081  0.226
H 0.550867 3.247907 1.174911  0.212
O -2.837193 0.548747 -2.156899  -0.753
H 4.145567 1.531467 1.788211  0.206
H -0.014933 -3.769203 -2.531889  0.450
H 1.941907 -0.405433 -1.423629  0.234
O -0.534463 -1.105103 -0.816909  -1.008
H -3.448343 0.588157 -1.417609  0.476
H 3.383027 0.438567 -1.601019  0.206
C 0.335167 1.271217 2.150781  -0.538
O -2.683563 0.526367 0.816481  -1.396
C 2.721687 0.462197 0.468611  0.104
H 3.456167 -1.083563 -0.854659  0.211
H -2.752103 1.466907 0.652421  0.359
H 1.583017 0.186607 4.677991  0.217
H -3.306823 -1.606273 -4.674139  0.199
O 2.316727 -1.741603 1.273761  -0.585
H -2.852123 0.433407 1.754121  0.398
N 1.817847 -0.484653 1.174311  -0.215
H 0.093027 -2.115083 2.840231  0.212
C 2.023407 0.078707 3.686771  -0.656
H -0.498313 1.098757 1.469851  0.235
H 2.612507 2.689427 0.169281  0.203
H -2.628653 -0.030423 -4.905689  0.199
H -3.713553 -1.211303 -2.300959  0.158
H -5.259833 1.002227 -2.685259  0.210
C 1.089957 -0.103433 2.431331  0.138
C -3.499033 -0.354103 -2.939139  0.077
H -0.659833 -2.758253 -1.607769  0.502
C 4.071497 0.631707 1.177441  -0.642
C 1.947087 1.844967 0.348731  -0.413
H -5.460253 -0.141703 -4.002539  0.190
H -1.363413 -0.632963 -0.738469  0.512

Cartesian forces (eV/Å) of the 3 atoms listed first:
H 0.2250 -0.4440 0.0885
O -0.1287 -0.8213 -0.3296
H 0.9160 -0.3250 -0.6342

# C12H33NO9P2S

A 3-piece molecular cluster, C12H33NO9P2S overall (ωB97M-V/def2-TZVPD, the OMol25 dataset).

Its gap between HOMO and LUMO is 7.412 eV. The HOMO energy is -8.2 eV. As for the total charge: 0. As for the energy above the lowest of the compared OMol25 structures with the same formula, charge and spin: 0.000 eV. As for the SMILES: CCSC[C@@H](N)COC.COP(=O)(OC)OC.COP(=O)(OC)OC. For the molecular weight, the calculation gives 429.41 Da. For the largest force on an atom, the calculation gives 7.569 eV Å⁻¹.

Last column: natural (NBO) charge in e.
Geometry (Å):
H 3.476251 3.491553 1.294630  0.239
H -0.889362 1.371073 1.146256  0.180
H 5.582369 4.946971 1.291208  0.356
H -4.904938 -3.330678 -5.726839  0.184
H -3.032629 -4.206289 1.352658  0.199
H 4.968428 -0.127656 1.846969  0.220
H -3.586032 0.130919 0.235208  0.199
H -4.682971 -0.326013 1.545970  0.183
C 3.087353 -0.324967 2.923541  -0.621
H -6.400524 0.963583 -4.924187  0.177
H 0.817999 0.935763 0.898054  0.223
H -0.397410 0.418079 -0.281277  0.171
H -1.822210 -2.138098 -5.122922  0.190
S 3.389253 1.247332 0.670549  0.172
H 7.800354 0.319126 3.194525  0.170
H -4.580389 -3.550189 0.791648  0.185
C -3.740834 0.168854 1.312133  -0.253
N 5.688872 4.175156 0.648857  -0.839
H 7.910408 1.776925 4.180479  0.166
H 7.495171 2.602299 2.166066  0.171
H 5.848841 2.124546 0.569209  0.203
P -1.707226 -1.558705 1.305296  2.426
O -0.365085 -0.613367 1.552359  -0.700
C 3.909938 -0.217849 1.611817  -0.528
C -5.607209 -2.519071 -5.537154  -0.249
C -6.966844 0.426236 -4.163609  -0.271
H 3.723876 -1.099934 1.004071  0.224
O -5.591703 -2.190658 -4.139983  -0.820
C 7.238679 0.966733 3.874723  -0.246
O 6.110990 1.546010 3.244421  -0.565
O -2.675359 -0.463064 2.044935  -0.812
H -7.661747 1.117752 -3.695056  0.205
H -5.342149 -1.671326 -6.165456  0.179
H 6.935522 0.428447 4.769145  0.195
H 2.753688 0.667019 3.216546  0.204
C 6.463325 2.718866 2.514746  -0.069
O -4.126062 -1.147195 -2.266592  -1.084
H -7.532808 -0.383108 -4.628844  0.188
H -1.837687 -1.480756 -3.478258  0.201
C 5.555838 2.878091 1.299315  -0.091
H -2.817953 -2.919905 -3.873514  0.194
O -1.295840 -2.668967 2.204491  -1.073
P -4.739378 -0.908715 -3.585874  2.483
O -6.102887 -0.099599 -3.135092  -0.714
H 3.695987 -0.779019 3.704284  0.206
H 6.399891 3.564366 3.212233  0.166
C 4.062217 2.639198 1.632634  -0.539
H 2.214366 -0.945367 2.725445  0.227
O -3.517142 -1.126812 -4.656338  -0.817
O -3.026055 -2.277523 0.577607  -0.789
H -6.609666 -2.853361 -5.799886  0.188
H 3.885707 2.502505 2.699061  0.226
H 6.537529 4.252295 0.110168  0.366
C -2.439281 -1.967042 -4.241698  -0.233
H -3.802013 1.210417 1.626482  0.178
H -3.886793 -2.977792 2.328717  0.184
C -0.210265 0.598317 0.777887  -0.290
C -3.654400 -3.315405 1.318235  -0.229

Cartesian forces (eV/Å) of the 3 atoms listed first:
H 0.0469 0.0546 -0.0026
H -0.0662 -0.0858 -0.0089
H 0.1781 0.0731 0.0220

total charge of number 1 (C12H33NO4S2)?
0

Which of these has the highest molecular weight?
C12H33NO9P2S

Which formula does entry 2 have?
C12H33NO5